Record 1
Here is a structure of composition C6H18InO5 from the Open Molecules 2025 dataset. Energies are from the ωB97M-V functional and the def2-TZVPD basis.

The geometry in ORCA input format:
```
! wB97M-V def2-TZVPD RIJCOSX def2/J DEFGRID3
* xyz 3 1
In 0.45360 1.28570 0.39698
C -0.09464 -1.10669 4.35664
C 0.53252 -1.39003 3.01270
O 1.34562 -0.29983 2.58663
H -0.63211 -0.14768 4.36808
H 0.66270 -1.11941 5.14347
H -0.84927 -1.82526 4.68259
H -0.27548 -1.61440 2.31450
H 1.10264 -2.34101 3.07358
H 2.14997 -0.21858 3.12974
C 0.22690 1.52563 -2.83074
C -0.26668 2.91012 -2.63222
O -0.91127 2.89602 -1.38046
O 1.16620 1.26032 -1.74436
H 0.75129 1.35029 -3.77221
H -0.61587 0.83357 -2.84523
H -1.01291 3.18167 -3.39789
H 0.44423 3.73546 -2.74387
H -1.49486 3.67108 -1.31832
H 1.91360 0.72062 -2.04073
C 0.06962 -1.79003 -1.22639
C -1.23768 -1.33069 -0.67429
O -1.13234 0.13342 -0.54007
O 1.03487 -1.38233 -0.31164
H 0.23732 -1.36589 -2.22688
H 0.11779 -2.85925 -1.46434
H -1.47119 -1.76064 0.30437
H -2.08462 -1.65578 -1.28572
H -2.02763 0.50421 -0.48966
H 1.89769 -1.80060 -0.44422
*
```

The calculation puts the total energy at -804.43723 a.u. The value obtained for the energy above the lowest of the compared OMol25 structures with the same formula, charge and spin is 0.286 eV.



Record 2
Here is an isolated molecule of C3H4N2O from the Open Molecules 2025 dataset. Energies are from the ωB97M-V functional and the def2-TZVPD basis.

The geometry in ORCA input format:
```
! wB97M-V def2-TZVPD RIJCOSX def2/J DEFGRID3
* xyz 0 1
O 0.81645 1.02385 -1.77748
C 0.41831 0.37516 -0.65336
C 0.64115 -0.76850 0.00301
C -0.24183 -0.80016 1.36244
N -0.93486 0.28814 1.40657
N -0.66884 0.94120 0.27510
H 1.36061 0.44091 -2.32283
H 1.25275 -1.60094 -0.25596
H -0.25522 -1.45811 2.23880
H -1.00385 1.84305 0.04388
*
```

Its SMILES is Oc1ccn[nH]1. The calculation puts the total energy at -301.39190 a.u. The value obtained for the energy above the lowest of the compared OMol25 structures with the same formula, charge and spin is 2.594 eV.



Record 3
Here is a cluster of 8 separate species, C58H126N6O8 in total from the Open Molecules 2025 dataset. Energies are from the ωB97M-V functional and the def2-TZVPD basis.

The geometry in ORCA input format:
```
! wB97M-V def2-TZVPD RIJCOSX def2/J DEFGRID3
* xyz 0 1
C -3.66612 3.70687 1.62667
C -2.49920 4.63353 1.93315
C -2.25598 4.89089 3.37374
C -0.82851 5.47744 3.60703
C 0.22954 4.63304 2.93537
C -0.03838 4.35651 1.52593
N -1.36380 3.78006 1.41300
O -1.58109 3.39935 0.06726
C 0.23477 5.67631 0.72844
C 0.93843 3.34779 1.03441
C -2.74096 5.92409 1.18996
H -3.88557 3.89668 0.58129
H -4.62553 3.99216 2.08586
H -3.41156 2.64220 1.72241
H -2.94732 5.60446 3.72589
H -2.40729 3.98850 3.94837
H -0.72068 5.48688 4.69824
H -0.86901 6.54888 3.21333
H 0.35458 3.70900 3.57332
H 1.20895 5.11209 3.06062
H -0.29660 6.47015 1.27421
H 1.25599 5.89788 0.88024
H -0.01328 5.62055 -0.34615
H 1.91147 3.61165 1.35137
H 0.74038 2.34263 1.32258
H 0.90646 3.33246 -0.03523
H -3.85450 6.04965 1.18995
H -2.38832 5.83935 0.18200
H -2.33750 6.83547 1.68160
H -1.71101 4.11097 -0.58369
C 0.29126 -6.78686 2.63379
C 0.97232 -5.63965 1.93977
C 1.07354 -4.57023 3.03698
C 2.08178 -3.39707 2.57635
C 3.38637 -4.09791 2.27752
C 3.32395 -5.08395 1.15788
N 2.32171 -6.07536 1.60782
O 2.14715 -7.15065 0.64495
C 2.99814 -4.45424 -0.20990
C 4.71710 -5.73633 1.00364
C 0.05761 -5.13736 0.68928
H 0.17246 -7.74259 2.12755
H -0.69580 -6.42248 2.86501
H 0.65074 -6.96656 3.62401
H 0.08259 -4.18004 3.20606
H 1.65380 -4.93051 3.87594
H 2.33655 -2.74859 3.44491
H 1.65233 -2.73685 1.80732
H 3.79549 -4.68525 3.13735
H 4.12932 -3.37665 2.04144
H 3.72831 -3.68855 -0.51494
H 2.76169 -5.16675 -1.02683
H 2.08361 -3.84689 -0.12444
H 4.67602 -6.52661 0.19159
H 5.58555 -5.07924 0.79501
H 4.96106 -6.37524 1.88558
H -0.98858 -5.26034 0.80226
H 0.42758 -5.69236 -0.18286
H 0.25845 -4.08678 0.56208
H 2.08852 -7.88028 1.25204
C -3.42123 4.61859 -4.80501
C -3.06636 3.93595 -3.48632
C -3.01131 2.41075 -3.69890
C -1.80622 1.95169 -4.42959
C -0.50019 2.38504 -3.80473
C -0.49044 3.96274 -3.52148
N -1.77255 4.27315 -2.91292
O -1.83367 5.64999 -2.55218
C 0.66226 4.27503 -2.61075
C -0.34116 4.69890 -4.84108
C -4.06485 4.26439 -2.41335
H -3.16067 5.65519 -4.94775
H -4.51577 4.50455 -4.95021
H -2.84981 4.23380 -5.67670
H -2.97535 2.07225 -2.67996
H -3.99668 2.13991 -4.21174
H -1.89890 2.14032 -5.44202
H -1.82522 0.84405 -4.45463
H 0.45767 2.17791 -4.33705
H -0.52779 1.87210 -2.79969
H 0.88123 5.31065 -2.71779
H 0.42448 4.00989 -1.63130
H 1.45046 3.66057 -2.98520
H -0.87994 4.21738 -5.64200
H -0.65660 5.73921 -4.93336
H 0.71336 4.71742 -5.08389
H -4.01585 3.42156 -1.70649
H -5.08463 4.32870 -2.82739
H -3.89108 5.22583 -1.91657
H -1.85383 6.04273 -3.44680
C 1.63616 -1.52487 7.87905
C 0.24863 -1.69849 7.27049
C -0.80081 -1.13172 8.22602
C -0.94978 0.35520 8.12943
C -1.15583 0.78364 6.63307
C -0.01945 0.31104 5.67315
N 0.10683 -1.15994 5.94787
O 1.16405 -1.70255 5.14049
C -0.56530 0.48649 4.29364
C 1.27702 1.06309 5.91060
C -0.02699 -3.21626 7.23499
H 1.65010 -2.17588 8.72478
H 1.78529 -0.48984 8.16733
H 2.38359 -1.81801 7.18776
H -1.76107 -1.60640 8.02764
H -0.60025 -1.45519 9.27045
H -0.10835 0.98345 8.44649
H -1.76451 0.77719 8.69318
H -1.14548 1.84081 6.54525
H -2.11076 0.39668 6.23808
H 0.14227 0.38493 3.44890
H -1.35441 -0.25576 4.19222
H -0.94711 1.47310 4.31009
H 2.17012 0.48226 5.70840
H 1.33332 1.89638 5.15706
H 1.27975 1.48797 6.92079
H 0.98066 -3.65179 7.01329
H -0.75555 -3.44623 6.43520
H -0.20464 -3.67280 8.23257
H 0.62255 -2.16611 4.52880
C -3.74716 -2.25343 -0.49609
C -3.63592 -3.19169 -1.73433
C -4.89143 -4.12123 -1.62657
C -6.17383 -3.49244 -2.09136
C -5.94898 -2.96382 -3.45913
C -4.86316 -1.83253 -3.52820
N -3.63938 -2.50766 -3.07060
O -2.43321 -1.77653 -3.11374
C -4.65694 -1.42708 -4.96201
C -5.33682 -0.64403 -2.74392
C -2.43246 -4.08049 -1.63947
H -3.58712 -2.74594 0.41913
H -4.68910 -1.66322 -0.38712
H -2.95612 -1.50788 -0.48473
H -4.61658 -5.03493 -2.23583
H -4.90243 -4.45866 -0.58208
H -6.46295 -2.69163 -1.42356
H -6.97899 -4.22287 -2.02219
H -6.86261 -2.58191 -3.85797
H -5.79166 -3.83248 -4.06988
H -4.14752 -2.16196 -5.52774
H -5.64717 -1.21046 -5.43285
H -4.27687 -0.42124 -5.01074
H -4.52899 0.08124 -2.62167
H -6.11917 -0.21183 -3.33902
H -5.74744 -0.97045 -1.76800
H -2.53660 -4.60191 -0.71286
H -1.46326 -3.46249 -1.56978
H -2.47567 -4.76120 -2.51565
H -2.48066 -0.97703 -2.54425
C 2.92557 0.55123 -2.61245
C 4.08025 1.00206 -1.67509
C 4.80600 -0.22524 -1.03495
C 5.60205 -1.04273 -2.01925
C 6.72766 -0.14731 -2.55340
C 6.15325 1.14716 -3.22556
N 5.13900 1.76802 -2.34631
O 4.49075 2.94610 -3.02380
C 7.32859 2.14395 -3.27599
C 5.55724 0.80951 -4.58864
C 3.49709 1.76475 -0.50854
H 2.49844 1.39466 -3.14361
H 2.12928 -0.03244 -2.22091
H 3.33593 -0.10255 -3.38234
H 5.41528 0.15174 -0.22560
H 4.06446 -0.92316 -0.58647
H 4.86790 -1.25716 -2.82526
H 5.98422 -1.92464 -1.51715
H 7.35938 -0.60384 -3.29529
H 7.34394 0.06860 -1.71753
H 7.00860 3.01964 -3.85818
H 7.43400 2.31510 -2.19632
H 8.21366 1.65227 -3.70538
H 4.81566 1.55026 -4.85861
H 6.29469 0.75653 -5.33867
H 5.07883 -0.13664 -4.48270
H 4.12267 2.06110 0.32862
H 2.79084 1.17007 0.03210
H 2.83084 2.64789 -0.75484
H 4.64094 3.71635 -2.52883
C 2.00187 -3.60179 -4.62204
C 0.54904 -3.28181 -4.17625
O 0.38302 -2.21692 -3.23017
H 2.56247 -3.77314 -3.69276
H 2.41934 -2.67859 -5.06018
H 2.00607 -4.44775 -5.28584
H 0.07531 -4.24761 -3.83688
H 0.01103 -3.02571 -5.07956
H -0.51609 -2.40789 -3.00589
C 0.10535 -0.98555 0.28951
C -0.29109 -0.02373 -0.90636
O -1.60830 0.50637 -0.91581
H 0.41020 -0.45168 1.22678
H 0.96308 -1.59657 0.06670
H -0.80050 -1.61886 0.49874
H -0.23554 -0.49575 -1.87697
H 0.40332 0.81290 -0.87454
H -1.67374 1.33465 -0.43385
*
```

Its SMILES is CC1(C)CCCC(C)(C)N1O.CC1(C)CCCC(C)(C)N1O.CC1(C)CCCC(C)(C)N1O.CC1(C)CCCC(C)(C)N1O.CC1(C)CCCC(C)(C)N1O.CC1(C)CCCC(C)(C)N1O.CCO.CCO. The calculation puts the total energy at -3215.57241 a.u. The value obtained for the energy above the lowest of the compared OMol25 structures with the same formula, charge and spin is 3.890 eV.



Record 4
Here is the ion C3H4FN2O with charge +1 from the Open Molecules 2025 dataset. Energies are from the ωB97M-V functional and the def2-TZVPD basis.

The geometry in ORCA input format:
```
! wB97M-V def2-TZVPD RIJCOSX def2/J DEFGRID3
* xyz 1 1
C -0.34187 -0.00346 1.05246
C -0.09904 0.98045 0.18382
C 0.31484 -1.10726 -0.71296
N -0.17650 -1.24938 0.48494
N 0.51744 0.08067 -1.12098
O -0.15902 2.22259 0.05289
F 0.63921 -2.18828 -1.41917
H -0.73333 0.32185 2.10517
H -0.03262 -2.12296 0.96457
H 1.05984 0.37646 -1.98679
H -0.98895 2.68932 0.39606
*
```

Its SMILES is Oc1c[nH]c(F)[nH+]1. The calculation puts the total energy at -401.02800 a.u. The value obtained for the energy above the lowest of the compared OMol25 structures with the same formula, charge and spin is 1.495 eV.



Record 5
Here is a cluster of 3 separate species, C42H35BO9 in total from the Open Molecules 2025 dataset. Energies are from the ωB97M-V functional and the def2-TZVPD basis.

The geometry in ORCA input format:
```
! wB97M-V def2-TZVPD RIJCOSX def2/J DEFGRID3
* xyz 0 1
C -2.80221 1.23799 -3.23663
C -2.22881 2.01295 -4.52879
O -0.93226 1.53618 -4.98746
B 0.15500 2.02338 -4.18919
O 0.22967 1.93140 -2.73614
C 1.47981 2.70794 -4.90753
C 2.86839 2.49842 -4.07152
C 3.44436 1.04685 -4.51226
C 2.82627 -0.28761 -3.95767
C 3.32962 -1.68090 -4.39839
C 4.50263 -1.72276 -5.43963
C 4.96307 -3.19771 -5.90998
C 5.14564 -0.40240 -5.95858
C 4.64866 1.02597 -5.51868
O 1.74510 2.00762 -6.18408
C 1.43829 2.85216 -7.30779
O 1.82747 2.78389 -8.48396
O 0.51825 3.81233 -6.75809
C 1.15723 4.16603 -5.48582
C 0.23957 5.07214 -4.51474
H -3.93073 1.32776 -3.10237
H -2.43206 0.14601 -3.16266
H -2.32989 1.76652 -2.31949
H -2.96817 1.80422 -5.39385
H -2.14574 3.14967 -4.36417
H 0.01303 0.97415 -2.56899
H 2.71638 2.53910 -2.94245
H 3.66199 3.27621 -4.34291
H 1.95721 -0.18286 -3.22819
H 2.81058 -2.59944 -3.97545
H 5.00466 -3.83615 -4.95185
H 4.14473 -3.55966 -6.63350
H 5.97357 -3.08190 -6.42291
H 6.00604 -0.41677 -6.71598
H 5.12017 1.98742 -5.90193
H 2.11912 4.72341 -5.78525
H -0.86501 4.88702 -4.78702
H 0.43324 4.87133 -3.40041
H 0.54783 6.16609 -4.69176
C 3.49541 2.49831 1.68242
C 2.89367 2.38147 0.43118
C 2.08416 1.28718 0.14798
C 1.88315 0.29994 1.11077
C 2.50452 0.40368 2.35504
C 3.30274 1.51166 2.64364
C 2.33809 -0.66319 3.36792
O 2.87766 -0.57193 4.45812
C 1.51345 -1.84620 3.03381
C 1.39358 -2.88683 3.95599
C 0.60969 -3.99642 3.65618
C -0.06419 -4.06671 2.43918
C 0.05701 -3.03477 1.51522
C 0.85412 -1.92657 1.80699
C 1.00491 -0.85034 0.80278
O 0.41831 -0.91235 -0.26664
H 4.11998 3.35716 1.90657
H 3.05431 3.14541 -0.32297
H 1.61355 1.20394 -0.82620
H 3.77839 1.60526 3.61471
H 1.91299 -2.83815 4.90820
H 0.52190 -4.80660 4.37302
H -0.68136 -4.92904 2.20906
H -0.46681 -3.09755 0.56668
C -7.23553 -3.58190 5.08563
C -7.81209 -2.54514 5.81621
C -7.02920 -1.48300 6.25501
C -5.66273 -1.46047 5.97431
C -5.08103 -2.51071 5.26374
C -5.87287 -3.56663 4.80969
C -3.62355 -2.52359 5.00178
O -3.11478 -3.43970 4.37744
C -2.79293 -1.41214 5.51684
C -1.41053 -1.43919 5.32767
C -0.62255 -0.39297 5.79632
C -1.21338 0.68818 6.44713
C -2.58998 0.71635 6.64253
C -3.38148 -0.33903 6.18600
C -4.84098 -0.31655 6.43031
O -5.35886 0.62689 7.00352
H -7.84897 -4.40602 4.73564
H -8.87346 -2.56417 6.04194
H -7.48505 -0.67558 6.81932
H -5.42853 -4.37989 4.24479
H -0.94407 -2.27601 4.81921
H 0.45361 -0.41890 5.65251
H -0.59915 1.50778 6.80633
H -3.04383 1.55902 7.15450
*
```

Its SMILES is CCOB(O)[C@@]1(Cc2ccc(C)cc2)OC(=O)O[C@H]1C.O=C1c2ccccc2C(=O)c2ccccc21.O=C1c2ccccc2C(=O)c2ccccc21. The calculation puts the total energy at -2323.40875 a.u.



Record 6
Here is a cluster of 2 separate species, C5H13NO2 in total from the Open Molecules 2025 dataset. Energies are from the ωB97M-V functional and the def2-TZVPD basis.

The geometry in ORCA input format:
```
! wB97M-V def2-TZVPD RIJCOSX def2/J DEFGRID3
* xyz 0 1
C -0.73658 1.65649 1.68860
C -0.80048 0.58770 0.61410
N 0.08762 0.63762 -0.45467
C 0.85517 1.84758 -0.79902
C 2.22470 1.51454 -1.41288
C -0.46940 0.04378 -1.66775
O -1.66158 -0.26988 0.70443
H -0.71749 1.10768 2.64505
H 0.13517 2.29523 1.70318
H -1.73570 2.09596 1.78150
H 0.25324 2.48276 -1.45753
H 0.97315 2.43142 0.11313
H 2.32401 0.47435 -1.70041
H 2.30109 2.04425 -2.35912
H 2.99747 1.87930 -0.74558
H 0.28560 -0.41315 -2.31365
H -1.00863 0.71464 -2.35152
H -1.18764 -0.70697 -1.35774
H -0.50926 -4.40085 1.56252
H 0.39468 -4.89994 0.46462
O 0.07800 -5.13719 1.34368
*
```

Its SMILES is CCN(C)C(C)=O.O. The calculation puts the total energy at -403.52998 a.u. The value obtained for the energy above the lowest of the compared OMol25 structures with the same formula, charge and spin is 1.269 eV.



no.,molar mass (g mol⁻¹)
1,285.0
2,84.1
3,1035.7
4,103.1
5,694.5
6,119.2